Entry 1:
Molecular formula: C24H28CrF6N4O2Sb
Method: DFT, wB97M-V/def2-TZVPD

Geometry as XYZ:
```
66
Properties=species:S:1:pos:R:3:forces:R:3
Cr -1.14810 -1.39876 -0.21854 0.1 0.2 -0.3
C 4.74181 0.13807 3.14069 0.0 0.0 0.0
C 3.67368 -0.24196 2.18283 0.0 0.0 0.1
C 3.93751 -0.27495 0.79909 0.0 0.0 -0.1
C 2.98929 -0.72680 -0.10714 0.0 0.0 0.1
C 3.16620 -0.90542 -1.50305 -0.1 0.0 -0.1
N 4.01004 -0.18541 -2.26736 0.2 -0.1 0.1
C 4.27777 1.23600 -2.08966 0.0 0.1 -0.1
C 3.01959 2.10072 -2.33465 0.0 0.0 0.0
C 2.33843 2.63124 -1.05817 -0.1 0.0 0.0
N 0.91842 2.26640 -0.97627 -0.1 0.1 0.0
C -0.07767 3.09462 -0.97383 0.0 -0.2 0.0
C -1.46369 2.74737 -0.83548 0.1 0.0 0.0
C -2.40965 3.78037 -0.95215 -0.1 0.0 0.0
C -3.76962 3.55919 -0.82931 0.1 -0.1 0.0
C -4.77803 4.66345 -0.96674 0.0 0.0 0.0
C -4.16854 2.24840 -0.56650 0.0 0.1 0.0
C -3.27221 1.18661 -0.44040 0.0 0.0 0.0
C -3.80074 -0.12479 -0.11391 0.1 0.0 -0.1
N -3.12543 -1.20944 -0.01210 -0.2 0.0 0.1
C -3.79495 -2.42000 0.50504 0.0 0.1 -0.1
C -3.00282 -2.99571 1.69072 0.0 0.0 0.0
C -2.20973 -1.96627 2.48477 0.1 0.1 0.0
N -0.99882 -1.53000 1.74322 -0.1 -0.2 0.0
C 0.09712 -1.36679 2.37977 0.1 -0.1 0.0
C 1.39330 -1.01223 1.81828 -0.1 0.0 0.0
C 2.40190 -0.62655 2.68304 0.0 0.0 -0.1
C 1.65600 -1.07910 0.42059 0.0 -0.1 -0.1
O 0.78599 -1.39032 -0.44597 0.0 0.0 0.1
C -1.89124 1.42355 -0.57524 0.0 0.0 0.0
O -0.98822 0.47578 -0.46234 -0.1 0.0 0.1
H 5.57725 0.63358 2.65260 0.0 0.0 0.0
H 5.12377 -0.76953 3.62234 0.0 0.0 0.0
H 4.35050 0.76853 3.94007 0.0 0.0 0.0
H 4.93928 -0.04174 0.46532 0.0 0.0 0.0
H 2.64028 -1.71868 -1.98458 -0.1 0.0 0.0
H 4.15245 -0.53505 -3.20296 0.0 0.0 0.0
H 5.05965 1.49748 -2.79872 0.0 0.0 0.0
H 4.68245 1.42346 -1.09577 0.0 0.0 0.0
H 2.30524 1.50158 -2.90305 0.0 0.0 0.0
H 3.27623 2.94667 -2.97049 0.0 0.0 0.0
H 2.39852 3.71627 -0.98982 0.0 0.0 0.0
H 2.81012 2.22016 -0.16278 0.0 0.0 0.0
H 0.67415 1.27861 -0.88955 0.0 0.0 0.0
H 0.17190 4.14615 -1.08514 0.0 0.0 0.0
H -2.05318 4.78536 -1.14946 0.0 0.0 0.0
H -4.29072 5.62895 -1.08293 0.0 0.0 0.0
H -5.42130 4.71355 -0.08837 0.0 0.0 0.0
H -5.41429 4.50057 -1.83696 0.0 0.0 0.0
H -5.22713 2.03941 -0.45284 0.0 0.0 0.0
H -4.87219 -0.17177 0.08454 0.0 0.0 0.0
H -3.85276 -3.15770 -0.29527 0.0 0.0 0.0
H -4.80856 -2.14772 0.80303 0.0 0.0 0.0
H -2.32844 -3.77962 1.35402 0.1 -0.1 -0.1
H -3.70911 -3.47597 2.36824 0.0 0.0 0.0
H -1.88676 -2.40127 3.43038 0.0 0.0 0.0
H -2.80404 -1.07557 2.70485 0.0 0.0 0.0
H 0.07935 -1.51369 3.45998 0.0 0.0 0.0
H 2.23375 -0.61269 3.75180 0.0 0.0 0.0
F -1.37526 -3.01664 -1.25366 0.1 0.0 0.2
Sb -0.25947 -4.79779 -1.14016 0.0 0.0 0.2
F -1.79481 -5.43908 -0.28134 0.0 0.1 0.0
F 0.22038 -3.95070 0.50413 -0.1 0.0 0.0
F 0.74458 -6.32095 -0.84680 0.0 0.0 -0.1
F 1.14754 -3.84622 -1.94060 0.0 0.1 0.0
F -0.99696 -5.12524 -2.80930 0.0 -0.1 0.0
```
Forces are in eV/Å.

- Gap between HOMO and LUMO (alpha / beta): 5.364 / 5.858 eV
- HOMO level (alpha / beta): -12.1 / -14.7 eV
- Spin multiplicity: 6
- Energy: -3184.40049 Eh
- Energy above the lowest of the compared OMol25 structures with the same formula, charge and spin: 56.7 kJ/mol
- Expectation value of S²: 8.794
- Charge: +2

Entry 2:
Molecular formula: C24H28EuN6S4
Method: DFT, wB97M-V/def2-TZVPD

Geometry as XYZ:
```
63
Properties=species:S:1:pos:R:3:forces:R:3
Eu 0.52625 -0.73470 -0.71329 0.3 -0.1 -0.3
C 1.38282 2.55505 0.66698 0.0 0.1 -0.1
C 1.96003 1.73694 1.82608 0.0 -0.1 0.0
C 1.01339 0.76911 2.49551 -0.1 0.0 0.0
C 0.60294 0.99256 3.80581 0.0 0.0 0.0
C -0.23750 0.08496 4.42900 0.0 0.1 0.1
C -0.65092 -1.03633 3.73284 0.0 0.0 -0.1
C -0.20624 -1.18421 2.42947 -0.1 0.0 0.1
N 0.59338 -0.30959 1.82105 0.1 0.1 0.4
N 1.26702 1.92915 -0.67022 0.0 0.1 0.3
C 2.51343 2.01995 -1.43014 0.0 0.1 0.0
C 3.56163 0.99745 -1.06409 0.0 0.2 0.0
C 4.86787 1.18880 -1.50583 0.0 0.0 0.1
C 5.82749 0.26331 -1.15005 0.1 0.0 0.0
C 5.46167 -0.81515 -0.35516 0.0 0.1 -0.1
C 4.13582 -0.93531 0.00524 -0.1 -0.1 0.0
N 3.19378 -0.05506 -0.34792 0.1 0.0 0.0
C 0.21698 2.63537 -1.40703 -0.1 0.0 0.1
C -1.15647 2.38919 -0.82597 0.0 0.1 0.0
C -2.19577 3.27308 -1.09788 0.1 0.1 0.0
C -3.43455 3.05703 -0.52615 -0.1 0.0 0.0
C -3.60105 1.97536 0.32844 0.0 0.0 0.0
C -2.51745 1.14134 0.53481 0.0 0.0 0.0
N -1.33001 1.32127 -0.04745 0.0 0.0 0.0
H 1.98708 3.46878 0.56125 0.0 0.0 0.0
H 0.38608 2.87952 0.96302 0.0 0.0 0.0
H 2.27429 2.45795 2.58331 0.0 0.0 0.0
H 2.85172 1.19731 1.51895 0.0 0.0 0.0
H 0.95286 1.87449 4.32689 0.0 0.0 0.0
H -0.55952 0.25255 5.44944 0.0 0.0 0.0
H -1.29794 -1.78080 4.17520 0.0 0.0 0.0
H -0.51973 -2.04136 1.83936 0.0 0.0 0.0
H 2.95626 3.02332 -1.32177 0.0 0.0 -0.1
H 2.27217 1.88944 -2.48729 0.0 -0.1 0.0
H 5.11203 2.05150 -2.11358 0.0 0.0 0.0
H 6.85197 0.38007 -1.48171 0.0 0.0 0.0
H 6.17927 -1.56223 -0.04684 0.0 0.0 0.0
H 3.80130 -1.78439 0.58581 0.0 0.0 0.0
H 0.20701 2.26912 -2.43460 0.0 0.0 0.0
H 0.40525 3.72227 -1.41914 0.0 0.0 0.0
H -2.01664 4.12129 -1.74683 0.0 0.0 0.0
H -4.25758 3.73152 -0.72833 0.0 0.0 0.0
H -4.54222 1.77962 0.82395 0.0 0.0 0.0
H -2.60223 0.27532 1.18344 0.0 0.0 0.0
S -0.49167 -0.14248 -3.22428 -0.3 0.2 -0.7
S 1.48587 -0.68418 -3.61289 -0.1 -0.1 0.2
S 1.66042 -2.72585 -3.32403 0.0 0.1 0.1
S 2.01598 -3.06911 -1.30418 0.1 -0.5 -0.1
C -5.30160 -1.86717 -1.19411 0.0 -0.1 0.0
C -3.94016 -2.38899 -0.87279 0.0 0.0 0.0
C -3.48470 -3.62910 -0.48326 0.1 0.1 0.0
C -2.08026 -3.49512 -0.35844 -0.2 -0.4 0.0
N -1.70686 -2.26230 -0.65633 0.1 0.0 0.4
N -2.84997 -1.60166 -0.92449 0.1 0.2 -0.4
C -1.12107 -4.58259 0.01384 0.0 0.1 0.0
H -5.98506 -2.69235 -1.38412 0.0 0.0 0.0
H -5.28163 -1.24336 -2.08891 0.0 0.0 0.0
H -5.71146 -1.27424 -0.37464 0.0 0.0 0.0
H -4.07492 -4.51717 -0.32660 0.0 0.0 0.0
H -2.76567 -0.69936 -1.36824 -0.1 0.0 0.0
H -1.68256 -5.44497 0.37275 0.1 0.0 0.0
H -0.41402 -4.27427 0.78473 -0.1 0.1 0.0
H -0.50661 -4.87061 -0.83859 0.0 0.0 -0.1
```
Forces are in eV/Å.

- Gap between HOMO and LUMO (alpha / beta): 6.080 / 6.274 eV
- HOMO level (alpha / beta): -5.8 / -6.0 eV
- Spin multiplicity: 8
- Energy: -3563.08981 Eh
- Energy above the lowest of the compared OMol25 structures with the same formula, charge and spin: 40.6 kJ/mol
- Expectation value of S²: 15.760
- Charge: 0

Entry 3:
Molecular formula: C24H28F4O24
Method: DFT, wB97M-V/def2-TZVPD

Geometry as XYZ:
```
80
Properties=species:S:1:pos:R:3:forces:R:3
O -7.09800 -0.01766 2.62757 0.4 0.1 0.7
C -6.30038 -0.88113 2.77250 1.9 3.5 -1.7
O -4.89456 -0.71394 2.63729 -0.9 2.8 -0.7
C -4.27158 -1.91379 2.81899 -0.1 -1.9 1.8
C -5.40226 -2.84182 2.49684 1.5 -1.4 -1.7
F -5.23655 -4.06536 3.06224 -0.6 0.0 1.0
O -6.51730 -2.12076 2.88033 -2.1 -4.2 1.2
H -3.34464 -2.21828 2.33303 -0.2 1.0 -0.8
H -4.05213 -2.01091 3.88224 0.1 -0.3 0.4
H -5.47208 -3.07773 1.43497 -0.3 0.4 0.0
O 3.12005 3.70562 5.50312 0.7 -2.0 -2.3
C 3.24769 2.84035 4.64375 -0.9 1.9 3.1
O 4.33889 2.19211 4.30811 2.5 -0.9 -0.5
C 4.06871 1.50227 3.07898 0.3 -0.8 -0.9
C 2.61675 1.14868 3.22718 0.1 2.6 -0.3
F 2.41685 0.04511 3.95776 0.1 -0.8 0.7
O 2.24732 2.30444 3.97310 -3.3 -0.6 -0.8
H 4.34029 2.18708 2.27562 -0.6 0.0 -0.2
H 4.53530 0.54698 2.83855 1.0 0.1 1.1
H 2.01454 1.04026 2.32514 0.1 0.5 0.1
O 3.08604 3.34033 0.52256 -0.6 -0.7 -0.8
C 2.86831 2.80731 -0.53954 1.6 1.8 3.2
O 3.81761 2.28134 -1.26349 1.7 -0.8 -1.9
C 3.31046 1.97833 -2.57438 0.1 -0.6 0.2
C 1.81155 1.91680 -2.29332 0.6 2.1 -0.8
F 1.36615 0.71264 -2.01062 -0.3 -1.8 0.5
O 1.70860 2.72710 -1.12180 -2.4 -0.4 -1.5
H 3.59330 2.71797 -3.32342 -0.2 0.5 0.4
H 3.74571 1.05253 -2.95061 -0.3 -0.2 0.4
H 1.19905 2.32097 -3.09929 -0.1 0.2 0.2
O -1.20185 3.12606 2.15712 0.1 -3.2 -1.8
C -1.05357 2.04261 1.59262 0.7 2.9 3.4
O -0.59228 0.92346 2.20553 -0.1 0.3 0.3
C -0.46282 -0.14718 1.26560 0.6 0.7 0.8
C -1.08740 0.45688 0.03503 -0.9 -1.3 1.2
F -2.39467 -0.03015 0.06373 0.2 0.1 -1.1
O -1.18813 1.83456 0.29268 0.2 -0.8 -2.0
H 0.58436 -0.40602 1.10902 0.2 0.2 0.1
H -0.96203 -1.02279 1.68056 -0.2 0.1 -0.4
H -0.50088 0.11997 -0.81972 -0.8 0.8 -0.7
O -1.88077 7.86297 1.41250 0.6 -1.8 -2.1
C -1.69344 6.89425 0.67386 -1.4 3.2 3.8
O -0.53474 6.47477 0.26309 2.2 -0.9 -0.8
C -0.67474 5.16291 -0.27457 -0.8 -1.2 -1.0
C -2.18976 5.06507 -0.49729 0.1 -0.2 -1.1
O -2.65993 6.08026 0.32482 -1.9 0.0 0.7
H -0.15233 5.03304 -1.22237 0.3 0.4 0.1
H -0.38476 4.34437 0.38422 0.4 0.7 0.4
H -2.65103 4.10658 -0.25931 0.2 0.1 0.3
H -2.52272 5.36038 -1.49229 0.3 -0.3 -0.4
O -6.45742 -2.53841 -0.94629 2.3 0.5 -0.7
C -5.29936 -2.73956 -1.25800 -2.9 -1.6 0.4
O -4.29239 -2.79442 -0.38201 1.1 -0.8 0.0
C -3.13391 -3.37889 -1.05434 0.3 1.6 0.6
C -3.68820 -3.90280 -2.35601 0.9 0.0 0.4
O -4.92815 -3.24714 -2.46782 -0.3 0.7 -0.2
H -2.49288 -2.50444 -1.16633 0.2 0.0 -0.5
H -2.52304 -4.07005 -0.47362 -0.8 -0.3 0.4
H -3.83802 -4.98235 -2.34125 -0.1 0.0 -0.1
H -2.96078 -3.61863 -3.11641 -0.5 -0.1 -0.5
O -0.85455 -0.97209 -3.99801 1.3 -1.3 1.6
C -0.25886 -1.88531 -3.46322 -0.8 0.9 -1.6
O -0.31969 -3.14508 -3.92252 0.4 -1.2 0.0
C 0.52336 -4.01848 -3.11711 -1.4 -0.5 -0.3
C 1.02682 -3.09972 -2.06082 1.3 -1.7 0.9
O 0.57898 -1.84064 -2.40605 -0.3 1.8 0.2
H -0.09149 -4.78135 -2.63952 -0.3 -0.1 -0.5
H 1.31740 -4.53615 -3.65527 -0.3 0.4 -0.6
H 2.10772 -3.24028 -2.06221 0.2 1.0 0.3
H 0.67718 -3.44931 -1.08942 -0.1 0.6 0.2
O 2.96763 -1.63278 0.57806 -0.9 0.4 1.6
C 3.99497 -1.70022 0.01544 0.4 -0.2 -3.3
O 4.50956 -0.68531 -0.75255 0.1 0.0 0.1
C 5.63816 -1.14596 -1.52191 0.4 0.8 1.1
C 5.80046 -2.57868 -1.10668 -0.1 -0.2 0.0
O 4.62072 -2.85644 -0.28681 1.5 -0.2 -0.1
H 5.57828 -1.00176 -2.60067 -0.6 0.3 0.2
H 6.51586 -0.64001 -1.11971 -0.1 0.6 -0.5
H 6.74343 -2.58602 -0.56001 -0.4 -0.9 0.5
H 5.87801 -3.21653 -1.98714 -0.4 -0.4 0.5
```
Forces are in eV/Å.

- Gap between HOMO and LUMO: 9.118 eV
- HOMO level: -9.9 eV
- SMILES string: O=C1OC[C@@H](F)O1.O=C1OC[C@@H](F)O1.O=C1OC[C@@H](F)O1.O=C1OC[C@@H](F)O1.O=C1OCCO1.O=C1OCCO1.O=C1OCCO1.O=C1OCCO1
- Energy: -3136.53751 Eh
- Energy above the lowest of the compared OMol25 structures with the same formula, charge and spin: 272.4 kJ/mol
- Charge: 0

Entry 4:
Molecular formula: C24H28F8N8O16S8
Method: DFT, wB97M-V/def2-TZVPD

Geometry as XYZ:
```
92
Properties=species:S:1:pos:R:3:forces:R:3
C -6.37806 0.50752 1.62709 -1.2 -1.2 -0.6
N -5.41011 -0.37494 0.95733 -0.8 0.4 -0.4
C -5.69855 -0.91570 -0.28515 0.4 1.4 1.4
C -4.79725 -1.70302 -0.94545 -2.5 0.8 0.8
C -3.60953 -1.97247 -0.28210 0.8 -2.9 -1.4
C -3.35845 -1.39871 0.91997 1.3 1.5 2.0
C -4.26684 -0.59759 1.57731 1.3 -0.1 -1.1
C -2.73960 -3.05835 -0.79295 -0.6 2.1 -0.2
C -3.33309 -4.24178 -1.25910 1.0 -1.0 -0.6
C -2.57458 -5.20729 -1.91977 -1.8 1.0 0.9
N -1.24507 -4.99181 -2.15085 1.1 -1.0 -0.1
C -0.68502 -3.83621 -1.72402 -0.1 3.2 1.4
C -1.40115 -2.81382 -1.09053 1.5 -2.1 -0.9
C -0.32267 -6.06236 -2.60690 -2.1 0.2 -0.2
H -6.70823 1.25863 0.90952 0.0 0.1 0.4
H -6.10669 0.89910 2.60746 0.8 0.1 -0.5
H -7.17728 -0.19939 1.84988 -0.6 0.5 0.0
H -6.61246 -0.50298 -0.68618 -0.1 -0.4 -0.2
H -5.21421 -2.07413 -1.87002 0.9 -0.3 -0.3
H -2.37629 -1.49803 1.35800 0.1 -0.4 0.3
H -4.07116 -0.00181 2.45660 0.2 -0.4 0.2
H -4.36628 -4.29819 -0.94970 -0.2 -0.9 -0.6
H -2.99512 -6.13231 -2.28566 0.1 -0.1 0.1
H 0.37612 -3.65326 -1.80714 0.1 -0.6 -0.4
H -0.87883 -1.89399 -0.87261 -0.1 0.0 0.3
H 0.25705 -5.63978 -3.42754 0.5 -0.3 0.4
H -0.98177 -6.81830 -3.03378 0.1 -0.1 -0.2
H 0.17770 -6.55937 -1.77580 0.5 0.5 -0.1
C 3.88255 -0.32061 -0.20372 1.4 -1.0 2.8
N 3.37926 0.62382 -1.13115 -1.6 -1.5 -0.7
C 2.20471 0.33118 -1.66866 -1.6 1.0 -2.5
C 1.68968 1.16006 -2.71059 -0.2 -1.1 1.4
C 2.39686 2.25657 -3.10728 0.4 1.6 -0.8
C 3.51050 2.63199 -2.39935 2.0 -1.9 1.7
C 4.01693 1.70719 -1.45207 0.4 3.6 -0.8
C 1.99408 3.10776 -4.26315 -1.4 -2.1 -1.1
C 2.11616 4.44814 -4.29622 -0.3 3.4 -2.5
C 1.65355 5.19163 -5.47822 0.6 -2.1 2.2
N 0.97950 4.57228 -6.46707 1.7 2.1 0.7
C 0.81546 3.24792 -6.46842 1.0 -0.9 1.6
C 1.39069 2.52320 -5.42525 -1.7 0.1 -0.2
C 0.91768 5.32738 -7.71346 -0.8 -0.8 -1.7
H 3.34969 -1.26811 -0.12381 0.0 0.1 -0.9
H 3.68255 0.05497 0.79980 0.2 0.4 0.3
H 4.95980 -0.44543 -0.31355 -0.1 0.0 -0.1
H 1.73744 -0.59795 -1.37751 -0.2 0.2 0.4
H 0.68657 1.07743 -3.10218 -0.1 -0.8 0.1
H 4.16675 3.47783 -2.54177 -0.4 0.2 -0.4
H 4.89402 1.98353 -0.88575 0.2 -0.4 0.0
H 2.64425 5.00639 -3.53736 -0.3 0.1 0.2
H 1.87362 6.23252 -5.66401 -0.1 0.0 0.4
H 0.27897 2.80821 -7.29621 0.1 -0.1 0.0
H 1.11773 1.48070 -5.49662 0.5 -0.3 0.4
H 0.02494 5.00855 -8.25149 -0.1 0.2 0.1
H 1.74871 4.97532 -8.32464 0.1 0.3 0.0
H 0.91866 6.41629 -7.66482 0.0 -0.3 0.7
N 0.08599 2.39774 6.44295 -3.1 4.1 5.9
S 0.54045 1.05886 6.10845 3.9 -9.5 -6.4
O -0.37649 -0.09469 6.12888 1.3 2.1 0.2
O 1.91931 0.76566 6.46444 -1.4 0.2 -0.1
F 0.58548 1.41399 4.55136 0.4 -0.2 -0.4
S -0.17166 1.97269 8.06911 -2.4 2.6 3.1
O 0.97631 2.03644 8.94835 -1.0 -0.3 -1.2
O -1.23612 1.00503 8.36735 2.0 1.9 -0.6
F -0.90140 3.40791 8.38380 0.2 -0.6 0.0
N -2.42731 3.65942 -1.08796 -6.3 0.2 1.6
S -1.15363 2.97622 -0.90436 10.4 -2.9 1.2
O -0.93320 1.72614 -1.68842 -0.6 2.1 1.4
O -0.47973 3.11501 0.41433 -1.8 -0.5 -3.5
F -0.33777 4.04086 -1.80858 0.7 0.2 -0.6
S -3.34749 2.73852 -0.05987 -3.9 0.3 2.8
O -3.09706 2.67462 1.37336 1.0 -0.2 -2.4
O -3.93561 1.56967 -0.66647 1.0 0.5 -0.3
F -4.56107 3.73648 -0.00761 -0.6 0.7 -0.8
N 5.35460 -3.62479 5.73648 2.8 3.6 -3.0
S 5.23381 -2.24530 4.74155 3.8 4.6 -1.3
O 4.97820 -0.96918 5.46472 0.1 -3.6 -1.8
O 4.80343 -2.41507 3.35048 0.3 0.1 2.4
F 6.85133 -2.06606 4.46563 -0.5 -0.6 0.4
S 3.86243 -3.72038 5.78756 -10.8 -4.5 3.6
O 3.10501 -4.21753 4.58405 2.3 1.7 2.9
O 3.12127 -2.86212 6.77178 2.2 -1.5 -3.2
F 3.87767 -5.09564 6.66889 0.3 -0.2 -0.1
N 1.15593 -1.41559 0.77028 0.0 4.2 -0.2
S 0.64367 -0.19553 1.78944 -2.6 6.0 -0.8
O 1.52438 0.88779 2.11397 1.9 -1.6 -0.6
O -0.43075 -0.32305 2.72767 0.7 -2.0 -0.7
F -0.14513 0.57273 0.59168 0.0 -1.0 -0.6
S 1.07402 -2.52083 1.78423 -3.2 -8.7 2.3
O -0.32501 -3.00662 1.95985 2.8 0.9 -0.5
O 1.93337 -2.50757 2.90166 0.1 0.8 -0.1
F 1.69889 -3.71422 0.82757 -0.1 0.8 0.0
```
Forces are in eV/Å.

- Gap between HOMO and LUMO (alpha / beta): 1.554 / 2.156 eV
- HOMO level (alpha / beta): -4.0 / -4.6 eV
- Spin multiplicity: 2
- Energy: -6557.16377 Eh
- Expectation value of S²: 0.770
- Charge: -1

Max |F| (computed, eV/A): 0.392; 0.745; 5.194; 12.239